Below is a molecular structure, C21H28ClGaN3O2S in a non-equilibrium geometry, with properties calculated with wB97M-V/def2-TZVPD.

Output
LUMO level (alpha / beta) = 2.784 / 2.784 eV
Energy = -3914.93848 Eh
Total charge = -1
HOMO (alpha / beta) = -1.20 / -1.19 eV

The geometry in XYZ format:
```
57
Properties=species:S:1:pos:R:3:forces:R:3:nbo_charge:R:1
Ga 0.79803 -0.00624 1.17616 -1.50 0.01 -1.71 1.664
Cl 2.24512 -0.04859 -0.48776 0.95 -0.02 -0.48 -0.592
N 0.24229 1.97815 0.73864 1.12 -2.17 2.47 -0.808
N 0.17478 -1.98687 0.75879 1.09 2.12 2.48 -0.803
C -0.42764 2.63560 -0.20842 -1.99 -1.55 -1.15 0.376
C -0.48802 -2.64089 -0.19646 -1.87 1.61 -1.25 0.377
C 1.16919 2.96932 1.37899 -0.84 -0.59 0.07 0.084
C 1.29207 4.01024 0.28193 -0.56 -0.04 -1.06 -0.075
C 2.54423 2.45428 1.75358 0.20 0.13 -0.11 -0.641
C 0.47750 3.48678 2.63172 0.00 0.36 0.13 -0.609
H 3.04483 2.02405 0.88615 0.03 0.00 0.13 0.242
H 2.48824 1.72196 2.56018 0.12 0.05 0.00 0.225
H 3.12133 3.31760 2.10796 0.06 -0.20 0.05 0.205
H -0.44490 4.01994 2.37580 0.07 -0.14 0.05 0.208
H 1.14446 4.16852 3.16832 -0.09 0.12 0.12 0.186
H 0.24340 2.64186 3.28423 -0.03 0.17 -0.05 0.223
C 1.06531 -2.99201 1.43101 -0.83 0.60 0.04 0.084
C 1.18152 -4.05386 0.35308 -0.53 0.02 -1.07 -0.075
C 0.33796 -3.47272 2.67878 -0.01 -0.34 0.13 -0.609
C 2.44776 -2.50814 1.82161 0.18 -0.13 -0.10 -0.642
H 2.97398 -2.10533 0.95613 0.03 0.00 0.13 0.242
H 2.99610 -3.38019 2.19960 0.06 0.19 0.04 0.205
H 2.39901 -1.76144 2.61537 0.12 -0.06 0.00 0.226
H -0.59796 -3.97762 2.41440 0.07 0.14 0.04 0.208
H 0.12190 -2.61389 3.31979 -0.03 -0.17 -0.05 0.223
H 0.97234 -4.17103 3.23336 -0.09 -0.11 0.11 0.186
O 0.08711 -3.78115 -0.56427 1.71 -2.79 -0.34 -0.515
H 1.08049 -5.08139 0.71376 0.01 0.06 0.05 0.175
H 2.11395 -3.95397 -0.21705 -0.08 -0.01 0.15 0.177
O 0.16860 3.75377 -0.60791 1.79 2.76 -0.41 -0.516
H 2.20901 3.87344 -0.30572 -0.09 0.02 0.14 0.177
H 1.22957 5.04505 0.62973 -0.01 -0.06 0.04 0.176
C -1.79391 2.39195 -0.77401 -0.02 0.37 0.60 -0.472
C -1.83502 -2.38163 -0.80376 -0.05 -0.32 0.60 -0.469
C -1.89561 -1.18734 -1.71654 -1.09 0.13 -0.50 0.000
H -2.52277 -2.18291 0.03581 -0.25 -0.07 -0.13 0.193
H -2.16901 -3.28865 -1.32737 0.18 0.04 0.21 0.215
C -2.39218 0.00943 -1.19073 1.62 0.04 0.29 -0.211
C -1.88233 1.20991 -1.69725 -1.08 -0.16 -0.56 -0.025
H -3.05559 0.00374 -0.32158 0.76 0.01 0.31 0.197
C -1.55277 1.24101 -3.06178 0.33 -0.48 0.22 0.045
C -1.47320 0.02540 -3.74028 -0.10 -0.04 0.03 -0.232
C -1.38106 2.51867 -3.82236 0.23 0.33 -0.17 -0.645
C -1.56676 -1.20091 -3.08119 0.33 0.47 0.24 -0.047
H -1.29894 0.03229 -4.81859 -0.01 0.00 0.20 0.184
C -1.41026 -2.47077 -3.85776 0.24 -0.32 -0.16 -0.625
H -1.33744 -2.24557 -4.92956 -0.04 -0.06 0.21 0.202
H -2.29401 -3.10190 -3.70404 0.22 -0.10 -0.06 0.204
H -0.51369 -3.04514 -3.58366 -0.25 0.09 0.08 0.225
H -2.26127 3.15437 -3.66927 0.21 0.10 -0.05 0.203
H -1.30336 2.30507 -4.89654 -0.04 0.05 0.22 0.201
H -0.48372 3.08608 -3.53846 -0.24 -0.09 0.10 0.225
H -2.14025 3.30565 -1.27832 0.18 -0.04 0.19 0.214
H -2.45350 2.18775 0.08447 -0.27 0.06 -0.09 0.195
S -0.52018 0.03203 5.53215 -0.28 0.01 0.86 -0.123
C 0.27420 0.02158 4.17299 1.60 -0.03 -3.76 0.210
N 0.85103 0.01462 3.10617 -1.23 0.01 2.54 -0.851
```
Positions in Å, forces in eV/Å.